1.
{
  "formula": "C3H6NS",
  "method": "ωB97M-V with the def2-TZVPD basis set",
  "symbols": ["C", "C", "C", "N", "S", "H", "H", "H", "H", "H", "H"],
  "positions_angstrom": [[-1.67509, 0.05607, 0.06271], [-0.48323, -1.09368, -0.01449], [-0.54880, 1.08968, -0.17375], [0.45801, 0.01483, 0.01507], [-3.22657, -0.12488, 0.02294], [-0.48061, -1.75880, 0.94815], [-0.45168, -1.62321, -0.95401], [-0.44824, 1.72546, -1.11701], [-0.43010, 1.64161, 0.67101], [0.93199, 0.09338, 0.88649], [1.31148, 0.00192, -0.65152]],
  "atomic_forces_ev_per_a": [[2.0, -2.1, -2.0], [-2.8, -0.5, 2.7], [-0.8, -0.2, -1.8], [3.9, 0.2, -2.4], [-0.4, 0.5, 0.3], [0.4, 1.1, -2.1], [-0.1, -0.3, -0.1], [-0.3, -1.2, 1.2], [0.0, 2.5, 2.1], [0.2, 0.2, 1.2], [-1.9, -0.1, 0.7]],
  "lowdin_charge": [-0.737, -0.077, -0.076, 0.019, 0.893, 0.174, 0.128, 0.180, 0.096, 0.165, 0.236],
  "e_above_lowest_ev": 0.3381,
  "gap_ev": 8.5,
  "charge": 1,
  "multiplicity": 1,
  "largest_force_ev_per_a": 4.559
}

=====

2.
{
  "formula": "C5H12OSi",
  "method": "ωB97M-V with the def2-TZVPD basis set",
  "symbols": ["C", "C", "C", "C", "C", "O", "Si", "H", "H", "H", "H", "H", "H", "H", "H", "H", "H", "H", "H"],
  "positions_angstrom": [[1.40923, 1.66831, -1.25826], [-0.37994, -0.90618, 0.18071], [0.55658, 1.24236, -1.98003], [2.32964, 2.04900, -0.22563], [-0.83088, -1.41174, -1.13336], [-0.82677, -0.31311, 2.71047], [-1.63006, -1.08856, 1.51422], [-0.12451, 0.18550, -0.02011], [0.07697, 0.95227, -2.92505], [0.59185, -1.35763, 0.54357], [3.00750, 1.17187, -0.04578], [1.84354, 2.45508, 0.70928], [2.97916, 2.84835, -0.55768], [-0.17910, -1.69483, -2.00863], [-1.60413, -2.20756, -0.94883], [-1.43828, -0.57398, -1.48740], [-1.03280, -0.29153, 3.61873], [-2.97622, -0.34138, 1.23339], [-1.77178, -2.38624, 2.08039]],
  "atomic_forces_ev_per_a": [[9.1, 4.2, 5.5], [2.7, 0.9, 0.0], [-10.0, -4.6, -5.7], [-0.1, -0.7, 0.4], [-2.3, -1.0, -1.7], [0.8, 0.8, -0.6], [-0.4, 2.0, 0.3], [-0.3, -1.0, 0.9], [1.1, 0.6, -0.1], [-1.0, 0.3, -0.2], [-0.7, 0.8, 0.3], [0.3, -0.5, -0.4], [0.3, 0.5, -0.1], [-0.2, 0.2, 1.4], [0.8, 0.1, -0.7], [-0.1, -0.2, -0.6], [-0.5, -0.1, 1.3], [0.9, -0.9, 0.0], [-0.6, -1.4, -0.2]],
  "lowdin_charge": [-0.165, -0.404, 0.035, -0.130, -0.237, -0.235, 0.504, 0.060, 0.039, 0.101, 0.100, 0.090, 0.063, 0.090, 0.063, 0.053, 0.020, -0.010, -0.038],
  "e_above_lowest_ev": 2.7166,
  "gap_ev": [5.4, 7.9],
  "multiplicity": 3,
  "largest_force_ev_per_a": 12.421
}

=====

3.
{
  "formula": "ClH2N2P",
  "method": "ωB97M-V with the def2-TZVPD basis set",
  "symbols": ["N", "N", "P", "Cl", "H", "H"],
  "positions_angstrom": [[-1.26934, 1.46459, -0.16249], [-0.92273, 0.48351, 0.40049], [0.94553, -1.15687, 0.14669], [2.31110, 0.24818, -0.40961], [-1.33307, -0.13019, 1.13212], [0.26851, -0.90921, -1.10720]],
  "atomic_forces_ev_per_a": [[0.6, -2.5, 1.7], [-0.1, 1.7, -1.0], [-0.4, 0.5, -1.2], [0.6, 0.3, 0.2], [-0.8, 0.9, -0.2], [0.1, -0.8, 0.5]],
  "lowdin_charge": [0.085, -0.227, 0.294, -0.031, 0.065, -0.185],
  "e_above_lowest_ev": 3.6330,
  "gap_ev": [7.7, 7.9],
  "multiplicity": 1,
  "largest_force_ev_per_a": 3.061
}

=====

4.
{
  "formula": "C35H44LuN13P",
  "method": "ωB97M-V with the def2-TZVPD basis set",
  "symbols": ["Lu", "C", "N", "C", "C", "N", "C", "P", "C", "N", "C", "C", "N", "C", "C", "N", "C", "C", "N", "C", "H", "H", "H", "H", "H", "H", "H", "H", "H", "H", "H", "H", "H", "H", "H", "C", "C", "C", "C", "C", "C", "N", "C", "C", "C", "C", "C", "C", "N", "N", "C", "C", "C", "C", "C", "N", "H", "H", "H", "H", "H", "H", "H", "H", "H", "H", "H", "H", "H", "N", "C", "C", "C", "N", "C", "C", "N", "C", "H", "H", "H", "H", "H", "H", "H", "H", "H", "H", "H", "H", "H", "H", "H", "H"],
  "positions_angstrom": [[0.39067, 0.08563, 0.13591], [4.38350, -3.79111, 0.50767], [2.98346, -3.37381, 0.40686], [1.92150, -4.23016, 0.34556], [0.80374, -3.45213, 0.27009], [1.17293, -2.13526, 0.28287], [2.50420, -2.11096, 0.36355], [3.61943, -0.65143, 0.37451], [2.98461, 0.54992, 1.54345], [1.94301, 1.54435, 1.24364], [2.40600, 2.81377, 1.95995], [3.81441, 2.54533, 2.29682], [4.05178, 1.28930, 2.12983], [5.33355, 0.67658, 2.51591], [3.21749, 0.00346, -1.27819], [1.97654, 0.29915, -1.65065], [2.06521, 0.87199, -2.89001], [3.37344, 0.90075, -3.27250], [4.09374, 0.35054, -2.24915], [5.54532, 0.19416, -2.24541], [4.40562, -4.87532, 0.55950], [4.82908, -3.37552, 1.40760], [4.93515, -3.46213, -0.36960], [2.05763, -5.29721, 0.36208], [-0.22355, -3.76852, 0.19578], [2.17197, 3.74497, 1.44973], [4.54359, 3.20541, 2.73933], [5.84984, 1.36497, 3.17749], [5.92708, 0.48958, 1.62568], [5.11936, -0.25892, 3.02396], [1.20788, 1.26277, -3.41209], [3.85207, 1.26495, -4.16470], [5.84659, -0.39696, -3.10690], [5.83834, -0.32134, -1.33472], [6.01901, 1.17252, -2.28226], [-0.44326, -3.37490, -4.12198], [0.12122, -2.13615, -3.85700], [-0.59496, -1.17940, -3.14631], [-1.85843, -1.51050, -2.71010], [-2.44866, -2.73960, -2.95431], [-1.72591, -3.67517, -3.68087], [-2.60378, -0.54838, -1.85263], [-2.44145, 0.88681, -2.30523], [-3.24943, 1.11553, -3.41762], [-3.07648, 2.23791, -4.19996], [-2.04921, 3.11327, -3.86477], [-1.28747, 2.89345, -2.73629], [-1.44909, 1.79083, -1.87085], [-0.54980, 1.74075, -0.80657], [-1.11133, 1.48159, 0.57167], [-0.46985, 2.22811, 1.55722], [-0.96643, 3.32906, 2.13834], [-0.41038, 3.94848, 3.33004], [0.73225, 3.50260, 3.84384], [1.47621, 2.42962, 3.13160], [0.71697, 1.52799, 2.20331], [0.10867, -4.10795, -4.69386], [1.11234, -1.89561, -4.21732], [-0.19446, -0.19311, -2.97364], [-3.45494, -2.96196, -2.61641], [-2.16883, -4.63322, -3.91463], [-3.99713, 0.38127, -3.70204], [-3.70827, 2.41359, -5.05772], [-1.86189, 3.99300, -4.46555], [-0.53273, 3.61012, -2.43924], [-1.86691, 3.73083, 1.69024], [-0.94862, 4.75631, 3.80656], [1.16405, 3.91964, 4.74270], [2.02447, 1.79013, 3.82678], [-5.31290, 0.39928, 2.88818], [-3.96443, 0.84687, 2.28225], [-2.81087, 0.24737, 3.07359], [-2.38678, -1.18382, 2.68115], [-0.97794, -1.20532, 2.24900], [-3.26881, -1.76467, 1.58401], [-3.50804, -0.84687, 0.38786], [-2.28972, -0.88061, -0.46886], [-3.92131, 0.57868, 0.78780], [-5.35132, 0.61804, 3.88765], [-5.48457, -0.60373, 2.79114], [-6.08977, 0.88833, 2.43617], [-3.99166, 1.92469, 2.44391], [-3.03446, 0.30041, 4.14225], [-1.97536, 0.92904, 2.91617], [-2.50745, -1.82535, 3.55980], [-0.64176, -2.16540, 2.25386], [-0.39215, -0.71358, 2.92181], [-4.24595, -2.03066, 2.00130], [-2.86739, -2.72780, 1.25316], [-4.32293, -1.30408, -0.19478], [-3.60162, -0.74349, -2.00071], [-2.01578, -1.86090, -0.52586], [-4.85778, 0.87603, 0.31053], [-3.12993, 1.25331, 0.43964]],
  "atomic_forces_ev_per_a": [[0.1, -0.5, 0.0], [-0.1, 0.0, 0.0], [0.0, 0.0, 0.0], [-0.1, 0.0, 0.0], [0.1, -0.1, 0.0], [0.1, -0.1, -0.2], [-0.1, 0.2, 0.0], [0.4, -0.2, 0.0], [-0.2, 0.1, 0.0], [-0.4, -0.1, 0.2], [0.1, 0.0, -0.2], [0.1, -0.1, 0.0], [0.0, 0.0, 0.0], [-0.1, 0.1, 0.0], [-0.1, -0.2, 0.1], [0.0, -0.1, 0.1], [0.1, 0.1, 0.0], [0.0, 0.0, 0.0], [0.0, 0.0, 0.1], [-0.1, 0.0, 0.0], [0.0, 0.0, 0.0], [0.0, 0.0, 0.0], [0.0, 0.0, 0.0], [0.0, 0.0, 0.0], [0.0, 0.0, 0.0], [0.0, 0.0, 0.0], [0.0, 0.1, 0.0], [0.0, 0.0, 0.0], [0.0, 0.0, 0.0], [0.1, 0.0, 0.0], [0.0, 0.0, 0.0], [0.0, 0.0, 0.0], [0.0, 0.0, 0.0], [0.0, 0.0, 0.0], [0.0, 0.0, 0.0], [0.0, 0.0, 0.0], [0.0, 0.1, 0.1], [0.0, -0.1, -0.1], [-0.1, 0.1, 0.1], [0.1, 0.0, -0.1], [0.0, 0.0, 0.0], [0.0, 0.2, 0.1], [0.0, -0.2, 0.0], [0.0, 0.1, 0.0], [0.0, -0.1, 0.1], [0.0, 0.0, 0.0], [-0.1, 0.1, 0.2], [-0.2, 0.3, 0.0], [0.0, -0.5, 0.2], [-0.3, 0.8, -0.2], [0.5, -0.1, 0.0], [-0.1, -0.1, -0.2], [0.2, 0.0, 0.1], [-0.1, 0.0, 0.0], [0.0, 0.0, 0.1], [-0.3, 0.2, -0.3], [0.0, 0.0, 0.0], [0.0, 0.0, 0.0], [0.0, 0.0, 0.0], [0.0, 0.0, 0.0], [0.0, 0.0, 0.0], [0.0, 0.0, 0.0], [0.0, 0.0, 0.0], [0.0, 0.0, 0.0], [0.0, 0.0, 0.0], [0.0, 0.0, 0.0], [0.0, 0.0, 0.0], [0.0, 0.0, 0.0], [0.0, 0.0, 0.0], [0.0, 0.0, 0.0], [-0.2, 0.0, 0.1], [0.0, 0.1, 0.0], [0.0, 0.0, 0.1], [0.3, 0.0, -0.2], [-0.1, -0.1, 0.0], [0.0, -0.1, -0.1], [0.2, -0.1, 0.0], [0.1, 0.1, 0.0], [0.0, 0.0, 0.0], [0.0, 0.0, 0.0], [0.0, 0.0, 0.0], [0.1, 0.0, 0.0], [0.0, 0.0, 0.0], [0.0, 0.0, 0.0], [0.0, 0.0, 0.0], [0.0, 0.0, 0.0], [-0.1, 0.0, 0.0], [0.0, 0.0, 0.0], [0.0, 0.0, 0.0], [0.0, 0.0, 0.0], [0.0, -0.1, 0.0], [0.0, 0.0, -0.1], [0.0, 0.0, 0.0], [0.0, 0.0, 0.0]],
  "lowdin_charge": [1.599, 0.002, -0.109, -0.023, -0.127, -0.092, -0.452, 1.116, -0.414, -0.100, -0.121, 0.033, -0.146, 0.000, -0.447, -0.060, -0.112, -0.019, -0.107, 0.006, 0.102, 0.094, 0.095, 0.138, 0.103, 0.167, 0.159, 0.107, 0.083, 0.102, 0.108, 0.140, 0.106, 0.066, 0.106, -0.036, -0.027, -0.013, -0.202, -0.008, -0.034, 0.003, -0.135, -0.027, -0.048, -0.043, -0.015, -0.285, -0.166, -0.235, -0.368, -0.028, -0.063, -0.031, -0.213, -0.017, 0.124, 0.118, 0.073, 0.129, 0.125, 0.128, 0.120, 0.121, 0.120, 0.116, 0.116, 0.119, 0.149, 0.244, -0.242, -0.074, -0.330, 0.025, -0.092, -0.264, 0.049, -0.087, 0.178, 0.158, 0.178, 0.158, 0.133, 0.096, 0.148, 0.077, 0.081, 0.123, 0.130, 0.149, 0.158, 0.108, 0.132, 0.094],
  "gap_ev": 7.2,
  "charge": 3,
  "multiplicity": 1,
  "largest_force_ev_per_a": 0.862
}